18
Properties=species:S:1:pos:R:3:nbo_charge:R:1 method="wB97M-V/def2-TZVPD" smiles="N#CO[C@]1(CC(=O)I)OC(=O)O[C@H]1O" homo_energy_ha=-0.3763 e_tot_ha=-1034.8590 homo_lumo_gap_ev=10.12 max_force_ha_per_bohr=0.078
O -0.222 -1.721 -0.701 -0.516
C 0.698 0.344 -1.363 -0.558
H 2.085 -0.316 1.800 0.496
H 0.179 0.294 -2.353 0.274
H -0.045 0.250 1.906 0.216
C -0.264 -0.319 -0.340 0.487
C 0.226 -0.526 1.164 0.297
O -1.687 -0.055 -0.529 -0.481
C 1.039 1.850 -1.141 0.477
O -0.185 -1.846 1.519 -0.503
O 1.635 -0.619 0.995 -0.716
I 0.822 2.944 0.705 0.056
N -2.488 1.859 0.768 -0.351
O 1.483 2.440 -2.052 -0.487
C -0.907 -2.290 0.400 0.981
C -2.139 0.884 0.312 0.509
O -1.862 -2.931 0.403 -0.480
H 1.633 -0.242 -1.494 0.300

***

59
Properties=species:S:1:pos:R:3:nbo_charge:R:1 method="wB97M-V/def2-TZVPD" homo_energy_ha=-0.4056 e_tot_ha=-1459.0320 homo_lumo_gap_ev=7.98 max_force_ha_per_bohr=0.298 charge=+1 relative_energy_kcal_mol=343.4
H 5.104 2.759 0.324 0.211
C 5.459 2.199 1.189 -0.614
H -0.613 -1.370 -4.200 0.233
H 0.306 3.511 2.268 0.227
O 0.159 0.433 0.557 -0.838
H 0.906 1.362 1.697 0.196
H -4.698 -3.118 -0.628 0.231
H 4.372 1.521 3.022 0.177
C -3.386 -1.006 1.071 -0.612
H -1.878 -3.759 -1.530 0.210
C -4.037 -3.506 -1.403 -0.629
H -0.689 -0.266 -0.066 0.394
O -1.160 2.386 0.602 -0.820
H -4.249 -3.000 -2.345 0.205
H 1.193 3.509 0.701 0.169
C 2.514 -0.371 -0.069 -0.632
C 1.253 3.305 1.770 -0.618
N -2.204 -1.753 -1.120 -0.395
N -0.117 2.025 -1.281 -0.874
H 2.875 -0.463 2.007 0.168
H -4.179 -0.952 -0.927 0.203
O -2.105 0.160 0.821 -0.862
C 4.242 2.149 2.140 -0.213
N 3.095 1.579 1.327 -0.463
H -1.359 -2.959 -3.684 0.233
H -3.948 -4.555 -1.687 0.241
H 1.862 1.477 3.079 0.189
O -0.786 1.149 2.570 -0.747
H -1.400 -1.550 -0.531 0.370
H 2.743 0.300 -0.897 0.197
H 1.429 -0.324 0.026 0.206
C -3.213 -0.863 -0.430 -0.230
H 0.583 2.734 -1.447 0.442
H 4.282 -0.196 1.141 0.208
H 0.005 -2.211 -2.810 0.196
C 1.784 1.888 2.072 -0.262
H 3.976 3.169 2.418 0.198
H -2.866 0.169 -0.490 0.232
C -1.930 -1.197 -2.467 -0.228
H -3.979 -0.197 1.496 0.237
H -0.935 2.478 -1.663 0.431
H 2.020 3.923 2.236 0.216
H -2.863 -1.215 -3.030 0.224
C -0.908 -2.017 -3.374 -0.619
Cl -1.002 1.031 1.166 2.550
C -2.587 -3.134 -0.987 -0.229
H 0.208 -1.422 -0.852 0.388
H -0.234 1.974 -0.279 0.427
H -2.383 -3.493 0.022 0.216
N -0.508 -1.255 -0.160 -0.987
H -3.927 -1.906 1.361 0.183
H 2.684 -1.427 -0.280 0.205
H -1.611 -0.155 -2.497 0.181
H 6.256 2.761 1.676 0.218
C 3.239 0.119 1.160 -0.231
H 0.132 1.152 -1.724 0.423
H -0.367 -1.754 0.706 0.404
H 5.779 1.209 0.864 0.204
H -2.338 -1.038 1.369 0.260

***

49
Properties=species:S:1:pos:R:3:nbo_charge:R:1 method="wB97M-V/def2-TZVPD" homo_energy_ha="-0.3908 / -0.3852" spin_multiplicity=2 e_tot_ha=-2010.7368 homo_lumo_gap_ev="10.36 / 2.42" max_force_ha_per_bohr=0.048
O 1.740 2.056 1.840 -0.943
H 0.442 -3.795 1.326 0.488
H -2.784 -2.244 -2.080 0.464
O -4.164 2.089 0.258 -0.953
H -4.154 1.238 -0.180 0.486
H -1.792 1.379 1.519 0.464
H -1.480 -1.384 2.384 0.472
O -2.184 -2.637 -1.447 -0.944
H 1.230 1.497 1.254 0.486
O 1.083 -4.395 1.707 -0.960
O -0.475 0.482 -3.752 -0.931
F -1.751 -0.455 0.212 -0.585
H -0.963 -0.253 -3.380 0.467
F -0.072 -0.992 -1.272 -0.591
H 2.622 0.641 -2.513 0.491
H -4.710 2.640 -0.302 0.474
P -0.106 -0.544 0.338 2.578
H -0.807 -3.493 -2.424 0.487
H 1.399 -4.911 0.966 0.471
H -0.733 4.155 0.279 0.468
O -0.170 -4.112 -2.779 -0.964
O -2.069 -1.615 3.102 -0.937
F -0.325 -2.087 0.805 -0.584
H 2.756 -2.074 1.351 0.495
F -0.287 -0.161 1.923 -0.581
H -0.272 -4.043 -3.729 0.458
H -2.799 2.504 1.626 0.492
O 1.619 1.976 -2.406 -0.981
H 3.405 -0.513 2.542 0.506
O 3.381 0.122 3.258 -0.504
H 2.282 2.500 -1.957 0.489
H -0.473 3.648 -2.615 0.487
F 1.527 -0.677 0.426 -0.602
F 0.106 0.985 -0.148 -0.582
O -0.774 3.171 -1.842 -0.963
H 3.701 -3.093 1.952 0.504
H 2.751 0.783 2.972 0.498
O 3.640 -2.170 1.705 -0.939
H -0.199 3.150 1.278 0.470
H 1.168 2.198 2.594 0.484
H -1.705 3.385 -1.775 0.493
H -1.658 -1.904 -1.128 0.483
H 2.325 -0.499 -1.563 0.483
O -2.103 2.062 2.113 -0.941
H 0.797 2.208 -1.976 0.515
H 0.142 0.732 -3.064 0.471
O -0.256 4.090 1.107 -0.916
O 2.750 -0.300 -2.397 -0.681
H -1.605 -1.337 3.892 0.459